Record 1
C5H6N2O | ωB97M-V/def2-TZVPD

```
! RIJCOSX wB97M-V def2-TZVPD def2/J DEFGRID3
* xyz 0 1
C -0.6408 0.8236 -0.1229
C -1.8718 0.1349 0.3665
C -1.4562 -1.2308 -0.0220
C -0.0502 -1.3011 -0.3099
C 1.6623 0.3773 -0.1183
H -0.8339 2.7805 0.2017
H -2.7837 0.7841 0.2001
H -1.9464 -2.1414 0.1382
H 0.5594 -2.1606 -0.4960
H 1.6742 1.4395 0.2103
H 2.5280 -1.2647 0.2111
N 0.4399 0.0291 -0.3245
N 2.8392 -0.2653 0.2710
O -0.1200 1.9949 -0.2054
*
```

Values from the calculation:
E_HOMO ... -8.11 eV
Molecular weight ... 110.12 g mol⁻¹
Energy above the lowest of the compared OMol25 structures with the same formula, charge and spin ... 4.078 eV
SMILES ... [H]/N=C\n1cccc1O
Kohn-Sham gap ... 8.2 eV

natural (NBO) population analysis, charges in e, atoms 1 to 6: atom 1 (C): 0.531, atom 2 (C): -0.423, atom 3 (C): -0.226, atom 4 (C): -0.115, atom 5 (C): 0.271, atom 6 (H): 0.506

***

Record 2
C27H26NO2PPtSTe | ωB97M-V/def2-TZVPD

```
! RIJCOSX wB97M-V def2-TZVPD def2/J DEFGRID3
* xyz 0 1
Pt 1.7206 -0.1841 -0.1414
N 2.1806 1.8918 0.2211
C 1.1107 2.8694 0.2959
C 1.3636 4.1341 0.8092
C 0.3585 5.0842 0.7853
C -0.8777 4.7679 0.2350
C -1.1191 3.4913 -0.2419
C -0.1345 2.5039 -0.1876
P -0.4855 0.6857 -0.4171
C -1.5839 0.8078 -1.8676
C -1.2147 1.6901 -2.8801
C -2.0099 1.8537 -4.0057
C -3.1988 1.1505 -4.1126
C -3.5759 0.2754 -3.1019
C -2.7726 0.0891 -1.9876
C -1.4570 0.5266 1.1173
C -2.7668 0.9836 1.2053
C -3.4739 0.8550 2.3904
C -2.8769 0.2787 3.5017
C -1.5683 -0.1734 3.4202
C -0.8634 -0.0520 2.2332
H 2.9174 2.1176 0.8797
H 2.5985 1.9718 -0.7077
H 2.3448 4.3822 1.1990
H 0.5437 6.0740 1.1808
H -1.6611 5.5133 0.2006
H -2.0962 3.2432 -0.6363
H -0.2916 2.2531 -2.7998
H -1.7028 2.5339 -4.7897
H -3.8305 1.2817 -4.9820
H -4.5005 -0.2815 -3.1838
H -3.0592 -0.6168 -1.2192
H -3.2553 1.4204 0.3434
H -4.4991 1.1986 2.4403
H -3.4340 0.1696 4.4231
H -1.0991 -0.6406 4.2765
H 0.1461 -0.4437 2.1641
O -2.6113 -2.1743 0.7303
C -1.4978 -2.2362 0.2065
O -0.9753 -1.3871 -0.5857
C -0.6253 -3.4542 0.4170
C -1.1888 -4.5506 1.0658
C -0.4827 -5.7224 1.2625
C 0.8280 -5.8025 0.8093
C 1.4092 -4.7135 0.1857
C 0.6974 -3.5262 -0.0310
S 1.6379 -2.3179 -0.9506
H -2.2133 -4.4435 1.3979
H -0.9442 -6.5635 1.7640
H 1.4048 -6.7084 0.9507
H 2.4384 -4.7716 -0.1461
C 5.3180 0.7958 0.2674
Te 4.0916 -0.9133 0.6386
C 4.9546 -1.9788 -0.9740
H 6.3432 0.4426 0.1861
H 5.2612 1.4922 1.1019
H 5.0261 1.2814 -0.6607
H 4.7708 -1.4263 -1.8914
H 4.4621 -2.9429 -1.0264
H 6.0189 -2.0851 -0.7777
*
```

Values from the calculation:
E_HOMO ... -7.03 eV
Molecular weight ... 782.23 g mol⁻¹
Energy above the lowest of the compared OMol25 structures with the same formula, charge and spin ... 1.275 eV
Kohn-Sham gap ... 6.7 eV

natural (NBO) population analysis, charges in e, atoms 1 to 6: atom 1 (Pt): 0.261, atom 2 (N): -0.808, atom 3 (C): 0.114, atom 4 (C): -0.235, atom 5 (C): -0.192, atom 6 (C): -0.228

***

Record 3
C5H7N | ωB97M-V/def2-TZVPD

```
! RIJCOSX wB97M-V def2-TZVPD def2/J DEFGRID3
* xyz 0 1
C 1.2596 -0.0972 0.3001
C 0.6795 1.2718 -0.0049
C 0.1007 -1.0273 -0.0272
C -1.0363 -0.2036 -0.5137
N -1.0293 -0.7499 0.8525
C -0.5575 1.2114 -0.5005
H 2.1665 -0.3046 -0.2812
H 1.5115 -0.1969 1.3627
H 1.2111 2.1892 0.2291
H 0.2772 -2.0236 -0.4313
H -1.7355 -0.5736 -1.2623
H -1.6511 -1.5309 1.0123
H -1.1826 2.0591 -0.7629
*
```

Values from the calculation:
E_HOMO ... -9.13 eV
Molecular weight ... 81.12 g mol⁻¹
Energy above the lowest of the compared OMol25 structures with the same formula, charge and spin ... 1.663 eV
SMILES ... C1=C[C@@H]2N[C@@H]2C1
Kohn-Sham gap ... 10.3 eV

natural (NBO) population analysis, charges in e, atoms 1 to 6: atom 1 (C): -0.453, atom 2 (C): -0.159, atom 3 (C): -0.084, atom 4 (C): -0.129, atom 5 (N): -0.601, atom 6 (C): -0.209

***

Record 4
C16H32NOPSiV | ωB97M-V/def2-TZVPD

```
! RIJCOSX wB97M-V def2-TZVPD def2/J DEFGRID3
* xyz 0 4
C -2.7156 -3.9921 0.8498
C -1.6957 -3.6952 1.7743
C -0.8446 -2.6097 1.5434
C -1.0618 -1.8596 0.4130
C -2.0410 -2.1297 -0.5282
C -2.9066 -3.1921 -0.2931
C 0.2990 -2.2359 2.4485
C 1.5363 -1.6571 1.6904
N 2.4383 -2.7707 1.4587
V 0.1115 -0.0589 0.3194
C -2.0158 -1.2745 -1.7661
P -0.2092 -0.6801 -1.9078
H -1.5540 -4.2906 2.6764
H -3.7164 -3.3927 -1.0117
H -3.3496 -4.8552 1.0079
H -2.6696 -0.3764 -1.6899
H -2.3243 -1.8335 -2.6671
H -0.0260 -1.4716 3.1939
H 0.6038 -3.1115 3.0451
H 1.3473 -1.1412 0.6901
C -0.4535 0.2126 -3.4749
C 0.3612 -2.2446 -2.6352
H 2.0431 -0.9580 2.3712
C 2.0230 -3.6848 0.4241
C 3.8267 -2.3877 1.3592
H 0.6992 2.2407 -0.5189
H 2.7718 -4.4826 0.3449
H 1.0360 -4.1188 0.6483
H 1.9590 -3.2215 -0.5879
H 4.4218 -3.2996 1.2199
H 4.0403 -1.7033 0.5149
H 4.1202 -1.8775 2.2879
H -0.2462 -2.4644 -3.5218
H 1.4132 -2.1511 -2.9137
H 0.2545 -3.0789 -1.9413
H -0.9958 -0.4430 -4.1830
H -1.0320 1.1316 -3.3276
H 0.5266 0.4687 -3.8922
H 1.3148 -0.2909 -0.8092
C -0.6695 4.0887 2.1937
Si -0.4165 3.7491 0.3749
C -1.8297 4.3353 -0.7308
C 1.2253 4.5045 -0.2162
O -0.0032 2.1096 0.1169
H -0.7601 5.1770 2.3819
H 0.1975 3.6954 2.7500
H -1.5851 3.5877 2.5476
H -1.9731 5.4294 -0.6633
H -1.6348 4.0828 -1.7836
H -2.7751 3.8625 -0.4289
H 2.0605 4.1162 0.3984
H 1.4394 4.2642 -1.2753
H 1.2192 5.6080 -0.1213
*
```

Values from the calculation:
E_HOMO (spin up / spin down) ... -5.74 / -6.61 eV
Molecular weight ... 364.44 g mol⁻¹
Kohn-Sham gap (spin up / spin down) ... 6.0 / 6.7 eV

natural (NBO) population analysis, charges in e, atoms 1 to 6: atom 1 (C): -0.224, atom 2 (C): -0.225, atom 3 (C): -0.082, atom 4 (C): -0.352, atom 5 (C): -0.070, atom 6 (C): -0.223

***

Record 5
C24H20ClNPPd | ωB97M-V/def2-TZVPD

```
! RIJCOSX wB97M-V def2-TZVPD def2/J DEFGRID3
* xyz 1 5
C -1.3948 -1.7624 0.7695
C -1.2339 -2.3415 -0.5203
C 0.1651 -2.4354 -0.7987
H -2.0376 -2.6800 -1.1701
C 0.8675 -1.9054 0.3143
C -0.0878 -1.5276 1.3058
H 0.6152 0.6479 4.1110
H -2.3090 -1.5512 1.3125
H 0.6069 -2.8426 -1.7098
H 1.9491 -1.8241 0.4457
Pd -0.3775 -0.4356 -0.4270
Cl 1.1272 1.0541 -2.0331
P 0.2380 0.6206 -3.8447
C 1.3569 -0.5633 -4.6328
C 0.8971 -1.2880 -5.7525
H -0.1328 -1.1645 -6.1017
C 1.7446 -2.1647 -6.4309
H 1.3648 -2.7202 -7.2918
C 3.0742 -2.3142 -6.0197
H 3.7402 -2.9911 -6.5632
C 3.5461 -1.5948 -4.9156
H 4.5848 -1.7041 -4.5961
C 2.6963 -0.7262 -4.2257
H 3.0855 -0.1722 -3.3727
C -1.4684 0.1218 -4.1756
C -1.8839 -1.1562 -3.7499
H -1.2020 -1.7690 -3.1611
C -3.1351 -1.6507 -4.1098
H -3.4580 -2.6142 -3.7176
C -3.9534 -0.9371 -4.9897
H -4.9128 -1.3592 -5.3058
C -3.5297 0.3062 -5.4683
H -4.1602 0.8496 -6.1740
C -2.3056 0.8358 -5.0663
H -1.9941 1.8023 -5.4764
C 0.4567 2.2211 -4.6491
C 1.1850 2.3279 -5.8433
H 1.6143 1.4347 -6.3016
C 1.3602 3.5794 -6.4430
H 1.9288 3.6580 -7.3735
C 0.8086 4.7214 -5.8482
H 0.9313 5.6957 -6.3221
C 0.0963 4.6235 -4.6426
H -0.3183 5.5158 -4.1648
C -0.0822 3.3743 -4.0448
H -0.6364 3.2857 -3.1096
N 0.3974 0.1081 3.2831
C 0.1753 -0.5876 2.3685
*
```

Values from the calculation:
E_HOMO (spin up / spin down) ... -8.13 / -11.93 eV
Molecular weight ... 495.28 g mol⁻¹
Kohn-Sham gap (spin up / spin down) ... 5.5 / 7.0 eV

natural (NBO) population analysis, charges in e, atoms 1 to 6: atom 1 (C): -0.348, atom 2 (C): -0.261, atom 3 (C): -0.269, atom 4 (H): 0.266, atom 5 (C): -0.332, atom 6 (C): -0.178